[1]
Entry from OMol25: C10H18N2O5 in the gas phase in a non-equilibrium geometry (wB97M-V/def2-TZVPD).

Summary:
total charge: 0
2S+1: 1
electronic energy: -877.6036 Eh
strongest force on any atom: 2.6 eV/A
energy above the lowest of the compared OMol25 structures with the same formula, charge and spin: 94.5 kJ/mol
structure (SMILES): CC(C)C[C@H](N)C(=O)N[C@@H](CC(=O)O)C(=O)O
lowest unoccupied orbital energy: 0.22 eV

```
35
C10H18N2O5 (wB97M-V/def2-TZVPD)
C -1.46792 2.89873 -2.90824
C -1.53779 1.43091 -2.56105
C -2.89365 1.07743 -1.94495
C -0.27800 0.95838 -1.72221
C -0.47828 1.14752 -0.20195
N -0.46957 2.57144 0.08436
C 0.66683 0.53773 0.57284
O 1.48481 1.26273 1.16625
N 0.76372 -0.76770 0.52784
C 1.87646 -1.42477 1.24701
C 1.63849 -1.52214 2.74261
C 0.46194 -2.43793 3.07730
O -0.68057 -2.17378 2.82451
O 0.79515 -3.54494 3.77617
C 1.94179 -2.83788 0.65109
O 0.96079 -3.41157 0.27724
O 3.14283 -3.43595 0.76959
H -0.60611 3.03799 -3.56194
H -2.40013 3.11774 -3.37784
H -1.37870 3.54860 -2.01879
H -1.46147 0.86789 -3.53567
H -3.73048 1.34804 -2.63453
H -2.95498 0.03490 -1.68287
H -3.06065 1.62203 -1.00865
H -0.10567 -0.09361 -1.95145
H 0.58900 1.48766 -2.09792
H -1.43261 0.70673 0.13770
H -0.51206 2.66337 1.06819
H 0.46352 2.90423 -0.20565
H 0.04311 -1.37659 0.19194
H 2.73723 -0.78563 1.06437
H 1.44827 -0.51333 3.19993
H 2.49545 -1.94074 3.27061
H 0.03895 -4.13695 3.80073
H 3.90029 -2.82052 0.96343
```

***

[2]
Entry from OMol25: C10H18N2O5S in the gas phase in a non-equilibrium geometry (wB97M-V/def2-TZVPD).

Summary:
total charge: 0
2S+1: 1
electronic energy: -1275.6087 Eh
strongest force on any atom: 6.8 eV/A
energy above the lowest of the compared OMol25 structures with the same formula, charge and spin: 547.0 kJ/mol
structure (SMILES): CSCC[C@H](N)C(=O)N[C@@H](CCC(=O)O)C(=O)O
lowest unoccupied orbital energy: -0.29 eV

```
36
C10H18N2O5S (wB97M-V/def2-TZVPD)
C -4.39767 -0.44121 -0.53373
S -2.88354 0.47625 -0.05361
C -1.83562 -0.79804 0.50671
C -1.33477 -1.71798 -0.60944
C 0.01459 -2.16133 -0.13397
N -0.32800 -3.13246 0.83355
C 1.08051 -1.11626 0.39561
O 1.68180 -1.34499 1.56747
N 1.68340 -0.55071 -0.73937
C 2.51216 0.65820 -0.59275
C 1.80335 1.83615 0.36237
C 0.63320 2.34664 -0.27362
C -0.52241 2.90567 0.71398
O -0.75369 2.48990 1.84985
O -1.22474 4.01047 0.22002
C 4.06060 0.26646 -0.20040
O 4.90372 0.91574 -0.88723
O 4.30969 -0.59813 0.84018
H -4.83740 -1.11975 0.18481
H -4.17325 -0.87943 -1.61985
H -5.10125 0.38207 -0.65698
H -0.85275 -0.38314 0.83299
H -2.43006 -1.34980 1.24293
H -1.39191 -1.15705 -1.59464
H -2.02898 -2.65766 -0.82580
H 0.71663 -2.64945 -1.01944
H -0.98999 -2.76283 1.77256
H 0.46912 -3.60115 1.30679
H 1.18757 -0.90190 -1.63414
H 2.43916 1.02325 -1.60638
H 2.61504 2.61102 0.64150
H 1.56809 1.19501 1.25647
H 0.02647 1.77868 -1.10986
H 0.83493 3.32504 -0.88803
H -0.81891 3.97348 -0.77105
H 3.36491 -0.87076 1.22251
```

***

[3]
Entry from OMol25: 2 unconnected molecules or ions with the total composition C10H18N2S in a non-equilibrium geometry (wB97M-V/def2-TZVPD).

Summary:
total charge: 0
2S+1: 1
electronic energy: -899.3223 Eh
strongest force on any atom: 3.8 eV/A
energy above the lowest of the compared OMol25 structures with the same formula, charge and spin: 614.9 kJ/mol
structure (SMILES): C=C(C)/C=C/C=C/CCC.[H]/N=N\S
lowest unoccupied orbital energy: 0.19 eV

```
31
C10H18N2S (wB97M-V/def2-TZVPD)
C -3.81491 1.22711 0.67020
C -2.56214 1.31970 0.22319
C -2.34822 1.83499 -1.23694
C -1.37744 0.89063 0.90479
C -0.13542 1.20449 0.43535
C 1.06449 0.59588 0.79568
C 2.28438 0.70362 0.20236
C 3.43556 -0.21037 0.46982
C 3.74432 -1.18083 -0.71896
C 4.90059 -2.03390 -0.21840
H -4.61305 1.69619 0.05330
H -4.04412 0.88376 1.70942
H -3.41408 2.08416 -1.67234
H -1.80548 1.21611 -1.90310
H -1.76801 2.80090 -1.12367
H -1.46206 0.13908 1.72567
H -0.04483 2.07228 -0.22283
H 1.08016 0.00575 1.66710
H 2.44635 1.52960 -0.44297
H 3.13222 -0.91322 1.41141
H 4.42587 0.14762 0.74919
H 2.97921 -1.82805 -0.95729
H 4.12341 -0.58572 -1.54133
H 5.85702 -1.51695 -0.19630
H 4.82235 -2.46361 0.71442
H 5.14264 -2.81606 -0.84261
H -6.04253 -1.80851 -0.96625
N -5.74766 -1.17159 -0.29286
N -4.63388 -1.08964 0.18428
S -3.15243 -1.87039 -0.10185
H -2.47228 -0.86304 0.52152
```

***

Look up the 2S+1 of the first one. 1

***

strongest force on any atom of number 3 (C10H18N2S)? 3.8 eV/A

***

Which formula does entry 1 have? C10H18N2O5